No. 1
{"formula": "C6H11N4OS", "method": "the ωB97M-V functional and the def2-TZVPD basis", "elements": ["C", "C", "C", "C", "C", "C", "N", "N", "N", "N", "O", "S", "H", "H", "H", "H", "H", "H", "H", "H", "H", "H", "H"], "coordinates": [[0.0231, -1.8375, -0.8497], [-0.3025, -0.5471, -0.7060], [1.7983, -0.8918, 0.0016], [3.0393, -0.2454, 0.5494], [2.5622, 1.1641, 0.9654], [1.2715, 1.3605, 0.2252], [-3.2718, 1.6560, 0.1997], [0.9112, 0.0291, -0.2848], [1.2270, -2.0921, -0.2742], [-4.3003, 0.0293, -1.3187], [-3.5133, -0.7639, 1.0243], [-3.3352, 0.1813, -0.0891], [-0.6950, -2.5955, -1.1381], [3.3679, -0.8391, 1.3868], [3.7224, -0.2926, -0.2682], [2.5138, 1.2581, 2.0660], [3.4168, 1.8055, 0.6793], [0.4198, 1.6646, 0.7829], [1.3531, 2.0407, -0.4953], [-2.7369, 1.7592, 1.1184], [1.7112, -2.9554, -0.0500], [-4.5364, -0.8095, -1.7377], [-4.6460, 0.9214, -1.7871]], "atomic_forces_ev_per_a": [[-2.775, -1.448, 0.252], [0.464, 1.302, -0.380], [-0.653, -0.226, 0.138], [-1.125, -1.632, 0.623], [1.991, -0.399, 0.592], [-0.984, -2.074, 1.851], [1.252, 0.623, 0.972], [-1.310, 0.601, 0.259], [2.916, 0.903, 0.383], [-0.882, 3.443, -0.868], [0.378, 0.403, -2.224], [0.827, -0.849, 3.082], [0.538, -0.207, 0.083], [0.652, -0.061, 0.218], [1.037, 0.328, -0.274], [-0.361, -0.235, -0.597], [-0.939, 0.280, -0.062], [-0.458, 0.404, 1.037], [0.412, 2.520, -3.423], [-1.032, 0.017, -1.470], [-0.475, -0.004, -0.494], [-0.298, -2.058, -0.647], [0.828, -1.628, 0.947]], "nbo_charge": [-0.172, 0.058, 0.429, -0.431, -0.416, -0.202, -0.990, -0.344, -0.481, -1.046, -0.815, 1.985, 0.245, 0.248, 0.246, 0.242, 0.247, 0.218, 0.219, 0.408, 0.450, 0.438, 0.466], "relative_energy_ev": 2.952, "total_energy_ev": -25231.7344, "charge": 1, "e_homo_ev": [-13.0595, -11.8662], "orbital_gap_ha": [0.2963, 0.2201]}

=====

No. 2
{"formula": "C22H28Cl4IrN2O5PS", "method": "the ωB97M-V functional and the def2-TZVPD basis", "elements": ["Ir", "Cl", "C", "C", "C", "Cl", "C", "O", "C", "Cl", "C", "H", "H", "C", "C", "N", "C", "C", "C", "S", "N", "C", "O", "C", "C", "C", "C", "C", "C", "H", "H", "H", "H", "H", "H", "H", "H", "H", "H", "H", "H", "H", "H", "H", "C", "O", "P", "O", "C", "O", "C", "H", "H", "H", "H", "H", "H", "H", "H", "H", "Cl", "C", "H", "H"], "coordinates": [[0.5299, 0.5112, -1.7695], [0.9815, 4.2466, -7.8484], [1.2786, 3.2818, -6.4350], [0.2449, 3.0081, -5.5644], [0.5273, 2.2383, -4.4511], [-0.7640, 1.8509, -3.3252], [1.7884, 1.7155, -4.1334], [2.0455, 1.0038, -3.0749], [2.7982, 2.0287, -5.0715], [4.3904, 1.4147, -4.7794], [2.5573, 2.7916, -6.1928], [-0.7534, 3.3798, -5.7460], [3.3639, 3.0050, -6.8793], [0.7609, 2.8869, 0.6560], [-0.7231, 2.8451, 0.3283], [-1.4452, 1.9200, 1.2005], [-1.8015, 2.4228, 2.5354], [-3.2049, 3.0065, 2.5536], [-1.7711, 0.7114, 0.8264], [-1.4414, -0.0295, -0.6743], [-2.5738, -0.0572, 1.6650], [-1.9309, -1.0357, 2.1854], [-0.5940, -0.9625, 2.2168], [-2.6089, -2.1571, 2.8593], [-3.9170, -2.4748, 2.5049], [-4.5717, -3.5118, 3.1473], [-3.9245, -4.2282, 4.1457], [-2.6212, -3.9097, 4.5029], [-1.9594, -2.8767, 3.8596], [1.2696, 3.5741, -0.0225], [1.1995, 1.8929, 0.5404], [0.9363, 3.2277, 1.6771], [-0.8853, 2.5347, -0.7012], [-1.1810, 3.8288, 0.4608], [-1.0608, 3.1788, 2.7918], [-1.7034, 1.6134, 3.2558], [-3.3028, 3.8156, 1.8283], [-3.4281, 3.4103, 3.5414], [-3.9378, 2.2361, 2.3192], [-4.4016, -1.9047, 1.7235], [-5.5861, -3.7645, 2.8688], [-4.4377, -5.0387, 4.6468], [-2.1211, -4.4664, 5.2842], [-0.9437, -2.6175, 4.1289], [3.9384, 1.0522, -0.8562], [3.4427, -0.2726, -0.6180], [1.9522, -0.7359, -0.7930], [2.1219, -2.2535, -1.2211], [1.7617, -2.6676, -2.5537], [1.9789, -0.1852, 2.1410], [3.0359, -2.5208, 1.7186], [4.1190, 1.1804, -1.9177], [4.8607, 1.1284, -0.2883], [3.2191, 1.7999, -0.5114], [1.6646, -3.7490, -2.5206], [2.5483, -2.3827, -3.2508], [0.8193, -2.2079, -2.8499], [2.9933, -2.5768, 2.8057], [2.7188, -3.4940, 1.3608], [0.8742, -5.2436, 0.7704], [1.7700, -1.4503, 1.3967], [0.2471, -1.9807, 1.7260], [0.0573, -3.0389, 1.7813], [0.7998, -4.9475, 0.0948]], "atomic_forces_ev_per_a": [[0.149, -0.050, 0.073], [0.001, 0.005, -0.014], [0.068, -0.009, -0.004], [-0.001, -0.032, 0.048], [0.113, -0.016, 0.013], [-0.067, -0.004, -0.117], [-0.076, 0.013, 0.016], [0.046, -0.006, -0.116], [-0.038, 0.002, 0.011], [0.008, 0.006, -0.008], [-0.052, 0.024, -0.018], [-0.001, 0.000, -0.001], [-0.004, 0.004, -0.007], [0.035, 0.011, 0.029], [0.018, 0.186, 0.091], [0.115, 0.216, 0.146], [0.001, -0.014, -0.010], [0.000, 0.007, 0.009], [-0.172, 0.092, -0.004], [0.048, -0.611, -0.281], [0.107, -0.071, 0.041], [-0.229, 0.120, -0.130], [0.113, -0.308, -0.285], [0.048, 0.027, 0.028], [-0.011, 0.014, -0.023], [0.005, 0.001, -0.002], [0.006, 0.002, 0.004], [0.000, -0.014, 0.003], [0.018, 0.021, -0.049], [-0.018, -0.007, -0.006], [-0.091, 0.157, 0.075], [-0.002, 0.009, 0.025], [-0.016, 0.086, 0.145], [-0.005, -0.002, 0.021], [0.014, 0.001, 0.011], [0.007, -0.007, -0.026], [0.004, -0.003, -0.005], [-0.001, -0.003, 0.002], [-0.005, -0.003, 0.000], [0.001, -0.003, 0.005], [0.000, 0.000, -0.002], [0.001, 0.001, 0.000], [0.001, 0.001, -0.001], [0.005, -0.002, 0.015], [-0.065, 0.272, 0.197], [0.178, -0.237, -0.296], [0.042, 0.148, -0.213], [0.027, -0.111, 0.009], [-0.035, -0.042, 0.032], [0.140, 0.089, -0.169], [-0.116, -0.230, 0.014], [0.016, 0.002, 0.013], [-0.011, 0.018, 0.048], [0.118, -0.087, -0.062], [0.009, -0.003, 0.011], [0.007, 0.011, 0.010], [-0.008, 0.015, 0.007], [-0.053, 0.293, 0.246], [0.069, -0.176, -0.712], [0.004, -0.045, 0.022], [-0.831, 0.101, 0.418], [0.264, 0.003, 0.446], [0.111, 0.099, 0.303], [-0.010, 0.039, -0.025]], "nbo_charge": [-0.096, 0.002, -0.055, -0.240, -0.140, 0.109, 0.368, -0.762, -0.108, 0.017, -0.230, 0.242, 0.243, -0.633, -0.210, -0.377, -0.211, -0.620, 0.365, -0.084, -0.543, 0.619, -0.513, -0.084, -0.166, -0.218, -0.183, -0.218, -0.185, 0.219, 0.240, 0.208, 0.224, 0.199, 0.209, 0.223, 0.207, 0.220, 0.228, 0.234, 0.219, 0.217, 0.220, 0.232, -0.242, -0.824, 1.685, -0.841, -0.248, -0.830, -0.862, 0.215, 0.198, 0.188, 0.197, 0.194, 0.206, 0.204, 0.205, -0.006, 1.415, -0.467, 0.224, 0.004], "relative_energy_ev": 14.270, "total_energy_ev": -109528.3598, "charge": 0, "e_homo_ev": [-7.2163, -7.2168], "orbital_gap_ha": [0.2559, 0.2559]}

=====

No. 3
{"formula": "C4H5NO", "method": "the ωB97M-V functional and the def2-TZVPD basis", "elements": ["O", "C", "C", "C", "N", "C", "H", "H", "H", "H", "H"], "coordinates": [[2.1036, -0.2957, -0.1673], [0.7712, -0.0891, -0.0844], [0.0773, 1.0205, 0.2819], [-1.3150, 0.6892, 0.1182], [-1.5373, -0.4738, -0.4088], [-0.2282, -1.1340, -0.3894], [2.5570, 0.5082, 0.1274], [0.4659, 1.9677, 0.6343], [-2.1526, 1.3011, 0.4364], [0.0008, -1.9591, -1.0684], [-0.7427, -1.5350, 0.5202]], "atomic_forces_ev_per_a": [[-0.134, 0.092, 0.143], [-0.506, 0.103, 0.360], [0.197, -0.057, 0.025], [-0.288, 0.045, -0.378], [-0.360, 0.877, -0.524], [-0.448, -0.302, 0.356], [-0.069, -0.252, -0.092], [0.022, -0.103, -0.049], [0.094, 0.119, -0.175], [-0.236, 0.454, -0.089], [1.727, -0.975, 0.424]], "nbo_charge": [-0.648, 0.338, -0.402, 0.022, -0.396, -0.357, 0.486, 0.220, 0.196, 0.235, 0.306], "relative_energy_ev": 1.712, "total_energy_ev": -7764.8140, "charge": 0, "e_homo_ev": -8.8557, "orbital_gap_ha": 0.3499}